#A
DFT (ωB97M-V/def2-TZVPD) results for C4H7NOS as an isolated structure.

Summary:
**HOMO level**: -9.50 eV
**Spin multiplicity**: 1

XYZ file:
```
14
C4H7NOS (ωB97M-V/def2-TZVPD)
C 1.0236 1.3923 -0.7012
C 0.4665 -0.5379 0.3584
C -2.1936 -0.5085 0.3620
C 1.7841 -1.0661 0.0504
H 2.3677 1.7867 -0.3854
H 0.3534 2.4867 -0.6207
H 0.9774 0.4652 -1.7106
H 0.1210 -1.1680 1.3296
H -2.2527 -1.1043 1.4302
H -2.1457 0.6235 0.5939
H -2.9669 -0.5377 -0.3166
N 2.8597 -1.5659 0.0061
O 0.3668 0.8206 0.4472
S -0.7614 -1.0866 -0.8433
```

---

#B
DFT (ωB97M-V/def2-TZVPD) results for C4H7NOS as an isolated structure.

Summary:
**HOMO level**: -7.83 eV
**Spin multiplicity**: 1

XYZ file:
```
14
C4H7NOS (ωB97M-V/def2-TZVPD)
C -0.6955 0.3814 2.0316
C 0.4679 0.1182 1.3470
C -0.4504 0.3354 -1.9220
C 0.1559 -0.7439 -0.9575
N 0.8374 -0.0300 0.0504
O 1.3924 0.0519 2.3629
S 0.1752 0.2309 3.6176
H -1.7089 0.1559 1.8437
H 0.0810 0.6648 -2.8241
H -1.5907 0.2884 -2.0201
H -0.4027 1.1630 -1.2510
H -0.7069 -1.2750 -0.4944
H 0.6201 -1.5965 -1.5187
H 1.8252 0.2555 -0.2654
```

---

It is #B that is the most stable of them.